[1]
{
  "formula": "C48H94AsF6N6",
  "method": "the ωB97M-V functional and the def2-TZVPD basis",
  "multiplicity": 1,
  "e_tot_ha": -5047.1479,
  "total_charge": 5,
  "orbital_gap_ev": 7.47,
  "e_lumo_ha": -0.391,
  "species": ["C", "N", "C", "C", "C", "C", "C", "C", "C", "C", "N", "C", "C", "C", "H", "H", "H", "H", "H", "H", "H", "H", "H", "H", "H", "H", "H", "H", "C", "C", "C", "C", "N", "C", "C", "C", "C", "C", "H", "H", "H", "H", "H", "H", "H", "H", "H", "H", "H", "H", "H", "H", "H", "H", "H", "H", "H", "H", "C", "C", "C", "C", "N", "C", "C", "C", "C", "C", "H", "H", "H", "H", "H", "H", "H", "H", "H", "H", "H", "H", "H", "H", "H", "H", "H", "H", "H", "H", "C", "C", "C", "C", "N", "C", "C", "C", "C", "C", "H", "H", "H", "H", "H", "H", "H", "H", "H", "H", "H", "H", "H", "H", "H", "H", "H", "H", "H", "H", "C", "C", "C", "C", "N", "C", "C", "C", "C", "C", "H", "H", "H", "H", "H", "H", "H", "H", "H", "H", "H", "H", "H", "H", "H", "H", "H", "H", "H", "H", "As", "F", "F", "F", "F", "F", "F"],
  "coordinates": [[-4.97, 3.26, -1.38], [-5.51, 1.96, -1.65], [-6.26, 1.24, -0.84], [-6.63, -0.07, -1.15], [-6.37, -0.61, -2.47], [-5.60, 0.21, -3.37], [-5.16, 1.48, -2.92], [-6.89, -1.95, -2.87], [-6.05, -2.81, -3.54], [-6.57, -4.02, -3.89], [-7.82, -4.39, -3.70], [-8.65, -3.54, -3.06], [-8.22, -2.29, -2.61], [-8.31, -5.66, -4.32], [-5.69, 3.94, -1.83], [-4.06, 3.47, -1.93], [-5.02, 3.33, -0.29], [-6.40, 1.64, 0.16], [-7.29, -0.55, -0.44], [-5.44, -0.09, -4.40], [-4.63, 2.15, -3.57], [-4.99, -2.66, -3.68], [-5.93, -4.82, -4.25], [-9.67, -3.90, -3.04], [-8.88, -1.50, -2.28], [-7.53, -6.21, -4.84], [-8.85, -5.17, -5.13], [-8.91, -6.23, -3.61], [0.08, -5.71, -4.19], [-0.25, -6.63, -2.98], [-0.57, -8.12, -3.26], [0.58, -8.95, -3.89], [0.17, -10.28, -4.61], [-0.95, -10.12, -5.69], [-1.64, -11.49, -5.71], [-1.45, -12.19, -4.37], [-0.33, -11.41, -3.65], [1.51, -10.77, -5.25], [1.10, -5.82, -4.58], [0.03, -4.67, -3.89], [-0.59, -5.79, -5.05], [-1.12, -6.13, -2.54], [0.64, -6.50, -2.37], [-1.58, -8.35, -3.60], [-0.49, -8.52, -2.25], [1.39, -9.15, -3.19], [0.99, -8.49, -4.79], [-0.42, -9.88, -6.61], [-1.57, -9.30, -5.33], [-1.28, -12.07, -6.56], [-2.68, -11.21, -5.89], [-1.17, -13.25, -4.36], [-2.37, -12.14, -3.78], [0.46, -12.08, -3.29], [-0.83, -10.84, -2.86], [1.28, -11.76, -5.64], [2.33, -10.87, -4.55], [1.73, -10.09, -6.07], [0.28, 9.26, -2.12], [-0.25, 9.15, -0.62], [-1.47, 10.10, -0.22], [-1.02, 11.60, -0.21], [-2.02, 12.68, 0.39], [-3.33, 12.84, -0.37], [-3.82, 14.28, -0.01], [-2.47, 15.07, 0.18], [-1.36, 14.15, 0.53], [-2.22, 12.24, 1.88], [-0.47, 8.99, -2.86], [1.30, 8.86, -2.11], [0.53, 10.29, -2.36], [0.54, 9.25, 0.12], [-0.65, 8.14, -0.60], [-1.96, 9.83, 0.71], [-2.31, 9.97, -0.90], [-0.84, 11.84, -1.26], [0.00, 11.64, 0.18], [-4.11, 12.10, -0.18], [-3.01, 12.71, -1.40], [-4.45, 14.25, 0.87], [-4.43, 14.45, -0.89], [-2.72, 15.86, 0.90], [-2.20, 15.53, -0.77], [-0.66, 14.34, 1.34], [-0.71, 13.97, -0.32], [-2.76, 11.29, 1.99], [-2.89, 13.04, 2.20], [-1.17, 12.27, 2.19], [5.90, 4.14, 5.49], [4.77, 4.91, 6.35], [3.37, 4.55, 5.88], [2.32, 5.09, 6.79], [0.97, 4.48, 6.37], [-0.19, 5.09, 7.23], [-1.48, 5.03, 6.38], [-0.96, 4.91, 4.92], [0.58, 4.80, 4.92], [0.81, 2.92, 6.51], [5.73, 3.07, 5.57], [6.83, 4.38, 6.01], [6.01, 4.55, 4.49], [4.95, 5.98, 6.25], [5.01, 4.48, 7.32], [3.38, 3.47, 5.80], [3.35, 4.76, 4.81], [2.08, 6.14, 6.61], [2.57, 5.10, 7.85], [-0.23, 4.46, 8.12], [0.14, 6.05, 7.62], [-2.07, 4.17, 6.69], [-2.13, 5.90, 6.50], [-1.43, 4.12, 4.33], [-1.37, 5.70, 4.30], [1.00, 3.95, 4.38], [1.23, 5.59, 4.56], [1.26, 2.68, 7.48], [1.35, 2.52, 5.65], [-0.27, 2.76, 6.45], [6.34, -9.43, -1.21], [7.39, -8.88, -0.21], [7.26, -7.37, 0.06], [5.92, -6.83, 0.63], [6.01, -5.36, 1.21], [7.07, -5.18, 2.31], [6.74, -3.84, 2.97], [5.18, -3.80, 3.01], [4.74, -4.95, 1.99], [6.19, -4.37, 0.00], [5.38, -9.56, -0.71], [6.60, -10.46, -1.47], [6.36, -8.88, -2.15], [8.34, -8.95, -0.73], [7.48, -9.46, 0.71], [7.38, -6.96, -0.94], [8.09, -7.15, 0.74], [5.78, -7.48, 1.49], [5.00, -6.98, 0.05], [8.11, -5.29, 2.00], [6.78, -6.09, 2.84], [7.14, -2.97, 2.46], [7.12, -3.80, 3.98], [4.80, -2.83, 2.69], [4.76, -3.91, 4.01], [3.84, -4.89, 1.38], [4.48, -5.87, 2.50], [7.10, -4.60, -0.54], [6.22, -3.35, 0.38], [5.47, -4.58, -0.79], [0.18, 0.68, 0.15], [-0.83, 0.82, 1.65], [1.51, 1.72, 0.86], [1.17, 0.33, -1.27], [-1.07, -0.20, -0.66], [-0.48, 2.16, -0.59], [0.91, -0.74, 0.95]]
}

***

[2]
{
  "formula": "C16H30MoN2OP2Se",
  "method": "the ωB97M-V functional and the def2-TZVPD basis",
  "multiplicity": 1,
  "e_tot_ha": -3964.0129,
  "total_charge": 2,
  "de_lowest_kcal_mol": 0.00,
  "orbital_gap_ev": [6.66, 6.66],
  "e_lumo_ha": [-0.283, -0.283],
  "species": ["Mo", "P", "P", "N", "H", "C", "H", "H", "H", "C", "H", "H", "H", "C", "H", "H", "H", "C", "H", "H", "H", "C", "H", "H", "H", "C", "H", "H", "H", "C", "C", "C", "C", "C", "C", "H", "H", "H", "H", "H", "C", "O", "C", "H", "H", "H", "C", "H", "H", "H", "Se", "C", "N"],
  "coordinates": [[0.42, -0.54, 1.19], [-0.05, -1.62, -1.69], [-1.11, 1.77, 2.11], [1.86, 0.20, 0.57], [-2.70, -1.91, -1.54], [-0.08, -1.00, -3.43], [0.09, -1.88, -4.05], [0.76, -0.32, -3.61], [-1.00, -0.51, -3.78], [-0.81, -3.27, -2.04], [-0.53, -3.59, -3.04], [-1.90, -3.28, -1.97], [-0.47, -4.01, -1.31], [1.66, -2.11, -1.68], [1.78, -2.82, -2.50], [1.95, -2.58, -0.74], [2.29, -1.25, -1.87], [-1.16, 3.56, 1.78], [-0.95, 4.13, 2.70], [-2.14, 3.91, 1.40], [-0.40, 3.82, 1.03], [-2.13, 1.33, 3.55], [-1.80, 1.93, 4.41], [-1.99, 0.26, 3.79], [-3.21, 1.52, 3.40], [0.58, 1.51, 2.74], [0.68, 2.14, 3.64], [1.35, 1.83, 2.03], [0.76, 0.43, 3.05], [3.25, 0.26, 0.49], [5.27, 1.23, -0.34], [3.88, 1.12, -0.43], [3.94, -0.58, 1.37], [5.33, -0.45, 1.45], [5.98, 0.47, 0.61], [5.81, 1.91, -0.99], [3.28, 1.70, -1.12], [3.35, -1.24, 2.00], [5.86, -1.06, 2.17], [7.07, 0.57, 0.71], [-3.09, -0.35, -0.77], [-2.24, -1.54, -0.80], [-3.23, 0.16, -2.19], [-4.26, 0.43, -2.44], [-2.92, -0.56, -2.93], [-2.61, 1.04, -2.21], [-4.48, -0.90, -0.27], [-5.29, -0.14, -0.50], [-4.49, -1.13, 0.85], [-4.74, -1.87, -0.83], [-3.67, 1.98, 0.95], [-2.52, 0.68, 0.29], [-1.24, 0.63, 0.82]]
}

***

[3]
{
  "formula": "C30H38F3FeN4O6S",
  "method": "the ωB97M-V functional and the def2-TZVPD basis",
  "multiplicity": 6,
  "e_tot_ha": -3797.8490,
  "de_lowest_kcal_mol": 30.68,
  "orbital_gap_ev": [7.98, 7.09],
  "e_lumo_ha": [-0.018, -0.065],
  "species": ["Fe", "C", "C", "C", "C", "C", "C", "C", "C", "C", "C", "C", "C", "C", "C", "C", "C", "C", "H", "H", "H", "H", "H", "H", "H", "H", "H", "H", "H", "H", "H", "H", "H", "H", "H", "H", "H", "H", "H", "H", "H", "H", "H", "H", "H", "H", "H", "F", "C", "F", "F", "S", "O", "O", "O", "O", "N", "O", "O", "N", "C", "C", "C", "C", "C", "C", "N", "C", "C", "C", "C", "N", "C", "C", "H", "H", "H", "H", "H", "H", "H", "H", "H"],
  "coordinates": [[-0.06, 1.53, -0.76], [-1.24, 2.77, 0.88], [-1.87, 1.55, 1.28], [-2.76, 1.12, 0.13], [-2.62, 2.08, -0.81], [-1.75, 3.16, -0.35], [-1.56, 4.52, -0.99], [-2.19, 5.55, -0.02], [-0.07, 4.86, -1.16], [-2.28, 4.61, -2.34], [-3.62, -0.13, -0.14], [-2.85, -1.41, 0.22], [-5.00, -0.07, 0.54], [-3.93, -0.21, -1.65], [-1.63, 1.06, 2.72], [-1.24, 2.27, 3.59], [-0.46, 0.06, 2.79], [-2.85, 0.42, 3.38], [-0.56, 3.35, 1.48], [-3.14, 2.08, -1.76], [-1.62, 5.61, 0.91], [-3.22, 5.29, 0.22], [-2.18, 6.54, -0.49], [0.47, 4.78, -0.22], [0.02, 5.90, -1.51], [0.41, 4.23, -1.91], [-3.35, 4.42, -2.24], [-1.86, 3.91, -3.06], [-2.16, 5.62, -2.74], [-2.67, -1.50, 1.29], [-1.89, -1.44, -0.30], [-3.43, -2.29, -0.09], [-4.97, -0.13, 1.61], [-5.60, -0.91, 0.17], [-5.51, 0.85, 0.26], [-3.03, -0.23, -2.26], [-4.57, 0.63, -1.97], [-4.50, -1.13, -1.83], [-0.23, 2.63, 3.35], [-1.24, 1.96, 4.64], [-1.94, 3.10, 3.47], [0.42, 0.45, 2.28], [-0.73, -0.91, 2.35], [-0.21, -0.11, 3.84], [-3.73, 1.05, 3.32], [-2.62, 0.26, 4.44], [-3.08, -0.56, 2.96], [4.02, 0.50, -0.42], [3.77, 1.14, 0.72], [3.48, 0.24, 1.67], [4.86, 1.81, 1.08], [2.34, 2.31, 0.52], [2.79, 3.53, 1.11], [2.04, 2.33, -0.92], [1.21, 1.65, 1.19], [-1.01, 0.87, -4.41], [-0.72, 1.06, -3.25], [-0.15, 2.14, -2.86], [-0.96, 0.23, -2.33], [3.40, -4.87, 0.33], [4.25, -5.89, -0.07], [4.78, -7.00, 0.59], [5.61, -7.81, -0.15], [5.91, -7.53, -1.50], [5.37, -6.43, -2.14], [4.53, -5.60, -1.41], [3.88, -4.43, -1.80], [3.22, -4.04, -0.74], [2.39, -2.82, -0.69], [2.35, -1.99, -1.80], [1.60, -0.83, -1.73], [0.90, -0.48, -0.65], [0.93, -1.29, 0.42], [1.66, -2.46, 0.43], [3.00, -4.77, 1.25], [4.55, -7.21, 1.62], [6.05, -8.68, 0.31], [6.57, -8.20, -2.04], [5.60, -6.21, -3.18], [2.91, -2.24, -2.69], [1.56, -0.15, -2.58], [0.37, -0.97, 1.28], [1.65, -3.06, 1.33]]
}

***

[4]
{
  "formula": "C2H3NS2",
  "method": "the ωB97M-V functional and the def2-TZVPD basis",
  "multiplicity": 1,
  "e_tot_ha": -929.1121,
  "smiles": "NC(=S)C=S",
  "de_lowest_kcal_mol": 3.29,
  "orbital_gap_ev": 7.37,
  "e_lumo_ha": -0.049,
  "species": ["N", "C", "S", "C", "S", "H", "H", "H"],
  "coordinates": [[0.35, -1.21, 0.18], [0.51, 0.09, 0.00], [1.95, 0.88, 0.08], [-0.73, 1.04, -0.30], [-2.22, 0.54, 0.08], [-0.56, -1.63, 0.20], [1.18, -1.73, 0.43], [-0.49, 2.01, -0.69]]
}

***

[5]
{
  "formula": "C2F7PS",
  "method": "the ωB97M-V functional and the def2-TZVPD basis",
  "multiplicity": 1,
  "e_tot_ha": -1514.7088,
  "orbital_gap_ev": [7.52, 7.18],
  "e_lumo_ha": [-0.140, -0.139],
  "species": ["C", "C", "F", "F", "F", "F", "F", "F", "F", "P", "S"],
  "coordinates": [[1.00, 0.87, 0.58], [-0.88, -1.20, -0.08], [1.57, 2.02, 0.12], [0.18, 1.10, 1.59], [1.93, -0.01, 0.92], [-1.79, -1.89, -0.90], [-0.06, -2.07, 0.47], [-1.61, -0.64, 0.89], [-1.44, 2.00, -0.04], [0.05, 0.14, -1.02], [1.05, -0.33, -2.54]]
}

***

[6]
{
  "formula": "CH5NOS2",
  "method": "the ωB97M-V functional and the def2-TZVPD basis",
  "multiplicity": 1,
  "e_tot_ha": -967.4269,
  "smiles": "NC=O.SS",
  "de_lowest_kcal_mol": 31.69,
  "orbital_gap_ev": 9.54,
  "e_lumo_ha": -0.016,
  "species": ["N", "C", "O", "H", "H", "H", "S", "S", "H", "H"],
  "coordinates": [[0.08, 0.97, 1.02], [1.43, 1.23, 1.12], [2.11, 2.15, 0.69], [-0.09, 1.57, 0.17], [-0.30, 0.14, 1.35], [1.79, 0.40, 1.83], [-2.21, -2.47, -1.50], [-1.12, -0.60, -0.93], [-1.87, -2.21, -2.81], [0.17, -1.17, -0.92]]
}